1.
16
Properties=species:S:1:pos:R:3 method="wB97M-V/def2-TZVPD" homo_lumo_gap_ha="0.2728 / 0.2796" s_squared=15.776 spin_multiplicity=8 total_charge=+2 homo_energy_ev="-16.7330 / -16.7746"
C -2.69 0.24 -0.20
C -1.32 -0.36 -0.01
O -0.61 0.54 0.89
H -3.25 -0.38 -0.91
H -3.24 0.27 0.75
H -2.62 1.25 -0.61
H -0.76 -0.41 -0.95
H -1.35 -1.33 0.50
Eu 0.55 2.82 1.27
O 0.72 0.19 1.02
O 1.76 1.03 0.07
C 2.71 0.11 -0.15
C 2.22 -1.11 -0.52
H 2.64 -2.00 -0.05
H 3.72 0.25 0.26
H 1.52 -1.12 -1.36

---

2.
15
Properties=species:S:1:pos:R:3 method="wB97M-V/def2-TZVPD" homo_lumo_gap_ha=0.3570 total_charge=+1 homo_energy_ev=-14.3425
C -0.18 0.59 0.90
C -0.21 -0.02 -1.53
C -0.04 -0.58 -0.03
N -1.20 1.41 0.83
N 1.20 -1.22 0.22
S 1.05 0.76 2.14
H 0.36 0.92 -1.71
H -1.34 0.28 -1.73
H 0.06 -0.77 -2.22
H -0.81 -1.39 0.05
H -2.15 1.24 0.43
H -1.19 2.29 1.36
H 1.46 -0.58 1.86
H 1.79 -0.70 -0.52
H 1.20 -2.25 -0.03

---

3.
57
Properties=species:S:1:pos:R:3 method="wB97M-V/def2-TZVPD" homo_lumo_gap_ha="0.2994 / 0.3045" s_squared=0.965 spin_multiplicity=2 total_charge=0 homo_energy_ev="-7.6656 / -7.7038"
Co -0.22 -0.95 0.45
C 0.37 -4.11 -2.34
C -0.32 -2.95 -1.96
N -0.06 -2.64 -0.69
N 0.82 -3.58 -0.25
C 1.09 -4.47 -1.22
B 1.35 -3.52 1.20
N 2.25 -2.27 1.37
C 3.46 -2.16 1.96
C 3.81 -0.83 2.00
C 2.73 -0.17 1.40
N 1.79 -1.04 1.02
N 0.13 -3.36 2.15
C -0.27 -4.13 3.18
C -1.35 -3.51 3.79
C -1.53 -2.34 3.05
N -0.64 -2.25 2.06
H 0.35 -4.60 -3.30
H -1.01 -2.34 -2.52
H 1.76 -5.29 -1.04
H 1.97 -4.52 1.48
H 3.97 -3.05 2.32
H 4.71 -0.39 2.39
H 2.58 0.88 1.20
H 0.23 -5.06 3.39
H -1.92 -3.86 4.63
H -2.28 -1.56 3.18
Br -2.41 0.46 1.31
C -2.69 1.18 -0.42
C -3.82 1.91 -0.62
C -4.01 2.51 -1.89
C -3.06 2.39 -2.85
C -1.88 1.63 -2.63
C -0.88 1.54 -3.63
C 0.26 0.82 -3.39
C 0.42 0.14 -2.16
C -0.52 0.17 -1.15
C -1.68 0.97 -1.39
H -4.55 2.03 0.17
H -4.91 3.10 -2.06
H -3.20 2.88 -3.82
H -1.02 2.06 -4.57
H 1.03 0.76 -4.14
H 1.33 -0.44 -2.01
C 1.91 3.84 1.56
As 0.60 2.80 0.52
C -0.96 3.84 1.09
C 0.86 3.71 -1.19
H 1.71 4.91 1.48
H 2.92 3.64 1.19
H 1.86 3.54 2.60
H -0.80 4.90 0.90
H -1.13 3.69 2.16
H -1.84 3.50 0.54
H 0.98 4.78 -1.03
H -0.02 3.53 -1.81
H 1.73 3.31 -1.70